107
Properties=species:S:1:pos:R:3:forces:R:3:mulliken_charge:R:1 method="wB97M-V/def2-TZVPD" multiplicity=1 total_charge=+1 homo_ev=-11.123
O 0.073391 1.194017 -1.195022 -4.7865 -1.9632 1.7530 -0.337
C -1.063462 0.859546 -0.765459 2.3485 1.1315 -0.5484 0.390
O -2.077074 1.812967 -0.508360 1.4441 -2.7390 -1.4474 -0.351
C -2.336186 2.685218 -1.644113 -0.9675 3.1200 -1.2593 -0.225
C -3.768494 2.424150 -2.361152 0.8461 -1.0104 0.8199 -0.529
C -3.513148 1.510108 -3.667657 0.1079 -0.5009 1.1451 -0.810
I -3.789781 2.711899 -5.477361 0.0554 -0.7417 0.7231 0.036
C -1.449915 -0.666386 -0.409204 -1.7224 -3.5248 1.1786 0.743
C -2.948142 -1.071685 -0.115678 2.5233 -2.6722 0.1642 -0.695
C -3.319548 -2.556608 0.245455 2.1761 1.7426 -0.4421 -0.055
C -4.808388 -3.063958 0.510068 -0.0051 -0.9810 -2.6869 -0.958
C -5.378031 -3.763204 -0.968626 2.1554 3.1787 -1.5968 0.222
C -4.155302 -4.043785 -2.108876 -2.4357 -1.3779 0.3046 -0.813
O -5.290075 -2.879960 -2.178700 -1.8734 -3.8809 4.0282 -0.359
N -2.249366 -3.550838 0.331988 0.5513 3.4976 -0.7839 0.371
C -0.857839 -3.261104 0.079484 -1.8405 2.6073 -0.5714 -0.784
C -0.407362 -1.819699 -0.318996 -1.8873 -0.4657 0.4627 0.492
C 1.142883 -1.604712 -0.620119 0.1678 -0.4456 -0.2401 -0.324
C 1.451674 -1.430768 -2.208881 -0.5428 0.2093 0.1490 -0.149
O 1.263835 -2.747907 -2.835257 1.6639 1.3116 -0.1233 -0.547
H -1.550678 2.662272 -2.471411 -0.6641 -0.3028 1.5017 0.263
H -2.329377 3.769017 -1.231750 0.0217 -1.8632 -0.4854 0.245
H -4.320395 3.402552 -2.581428 1.0177 -1.4529 0.2528 0.457
H -4.395270 1.836765 -1.589433 0.7616 0.8846 -1.2631 0.105
H -2.425703 1.129732 -3.707792 -1.7108 0.7179 0.0369 0.272
H -4.183245 0.582743 -3.624171 0.7665 1.5212 -0.5697 0.399
H -3.770485 -0.287532 -0.179650 1.2689 -1.2975 0.1491 0.274
H -5.550441 -2.229781 0.740138 1.2684 -1.1089 -0.0528 0.442
H -4.888866 -3.958732 1.213675 0.3665 1.5410 -0.5606 0.243
H -6.262712 -4.576072 -0.887668 2.1726 2.0630 -0.3740 0.426
H -4.194738 -3.931029 -3.237573 1.7817 0.1104 0.9680 0.388
H -4.592615 -5.137451 -2.175708 -0.5525 1.3040 -0.7698 0.260
H -2.537724 -4.523722 0.567887 0.5780 0.8894 -0.1462 0.366
H -0.135478 -4.156637 0.162723 -1.3293 1.7667 -0.1284 0.354
H 1.697248 -2.567874 -0.311865 -0.9130 1.4584 -0.4140 0.458
H 1.604334 -0.748131 0.005253 -1.1733 -1.2938 -1.1631 -0.235
H 2.515076 -1.035825 -2.394816 -1.5045 -0.6243 0.6013 0.338
H 0.737349 -0.701527 -2.724459 0.9487 -0.8882 0.9965 0.092
H 2.047461 -2.819961 -3.438126 -1.2453 -0.2717 0.6922 0.335
C -1.736998 -9.106947 3.041196 -0.0347 -0.7380 -0.4939 -0.656
O -1.909489 -8.203843 4.129557 0.1692 1.2589 -0.0691 -0.367
P -1.543263 -6.666055 3.902181 -0.0011 0.0129 0.4013 1.012
O -1.420954 -6.225990 2.488822 -0.1178 -0.1737 0.5844 -0.527
O -0.231347 -6.441500 4.791691 -0.9877 0.4132 -0.3515 -0.312
C 0.872890 -7.305527 4.575238 0.5142 -0.4519 -0.0788 -0.626
O -2.659478 -5.895009 4.746613 0.5867 -0.9179 -0.3446 -0.359
C -2.664398 -4.481195 4.614712 0.0278 0.6371 -0.0999 -0.471
H -1.155398 -9.964205 3.384391 -0.1043 0.1101 0.1227 0.275
H -2.717677 -9.450980 2.710452 0.0732 0.0281 0.0234 0.263
H -1.212023 -8.654451 2.199919 -0.0982 0.1151 0.0741 0.321
H 0.984891 -7.548152 3.514258 0.0408 0.0270 0.0694 0.316
H 0.730605 -8.221677 5.150932 0.0225 0.0095 -0.0701 0.250
H 1.780075 -6.808798 4.920245 -0.1913 0.0554 -0.0288 0.272
H -3.024394 -4.209383 3.619010 0.0584 0.0601 0.0536 0.035
H -1.660689 -4.074842 4.765115 -0.0968 0.0259 -0.0070 0.312
H -3.333176 -4.056911 5.363428 0.0481 -0.2473 -0.0135 0.278
C 3.704299 0.784877 -6.118363 0.0058 -0.4915 -0.5824 -0.721
O 4.081121 1.577595 -4.997813 -0.5311 0.5850 0.5799 -0.301
P 2.989000 2.562032 -4.367374 -0.4415 0.2624 0.2241 1.078
O 1.578907 2.297357 -4.743035 1.0974 0.0514 0.1245 -0.636
O 3.522345 4.026215 -4.739342 -0.2898 -0.6085 0.7192 -0.428
C 3.790085 4.307115 -6.102795 0.1295 0.0870 -0.5938 -0.665
O 3.287663 2.482323 -2.799815 0.5391 -0.2959 -1.1323 -0.168
C 2.361853 3.164746 -1.963447 -0.7686 0.3567 0.3281 -0.668
H 4.449626 0.911597 -6.905631 0.0481 0.0161 0.1759 0.285
H 3.679697 -0.263152 -5.816193 -0.0081 0.0521 -0.0359 0.237
H 2.731491 1.065563 -6.522205 -0.0160 0.0089 0.1849 0.362
H 3.058731 3.824760 -6.758193 0.0289 0.0805 0.0209 0.317
H 4.794785 3.959832 -6.350923 -0.0494 -0.0056 -0.0473 0.246
H 3.741462 5.385682 -6.255059 -0.0503 -0.1233 0.1425 0.271
H 1.412716 2.626339 -1.959419 0.2297 0.2688 -0.0242 0.281
H 2.202450 4.187120 -2.316591 0.0532 -0.0479 0.0826 0.383
H 2.757062 3.199427 -0.947724 0.1744 -0.0780 -0.1757 0.251
C 3.789075 0.356415 1.196537 -0.5215 0.2653 -0.1887 -0.414
O 4.776326 -0.533503 1.699829 0.6652 0.1045 0.2923 -0.336
P 6.138598 0.091553 2.262380 0.5571 0.4709 0.5790 1.022
O 6.111725 1.541036 2.568210 -0.2007 -1.1386 -0.4936 -0.670
O 7.243163 -0.350467 1.188198 -0.2725 -0.0675 0.8233 -0.351
C 7.011874 -0.024880 -0.171400 -0.1166 0.1589 -0.5130 -0.605
O 6.483424 -0.848102 3.507273 -0.7097 0.0677 -1.1481 -0.346
C 7.590781 -0.438379 4.298976 0.5713 0.4023 0.4856 -0.665
H 3.482202 0.019080 0.204477 0.1679 -0.0703 0.0494 -0.048
H 2.924959 0.336973 1.863063 0.0367 0.0502 -0.0003 0.350
H 4.152729 1.380320 1.108586 0.0542 -0.0533 0.1577 0.447
H 6.536884 0.955932 -0.269254 0.0713 -0.0404 -0.0354 0.325
H 6.376313 -0.790230 -0.621438 -0.0158 0.0565 -0.0319 0.211
H 7.967832 -0.006597 -0.695537 -0.0588 -0.0045 0.1776 0.314
H 7.322684 0.457040 4.864014 0.0952 -0.0525 -0.0763 0.282
H 8.459588 -0.228278 3.669772 -0.0479 -0.0185 0.0857 0.296
H 7.843996 -1.237274 4.995899 -0.1912 -0.0448 -0.1870 0.240
C -2.004229 8.881867 1.885795 0.2452 0.7877 -0.2505 -0.667
O -2.218709 7.705222 2.659040 -0.3467 -1.0692 -0.3114 -0.350
P -2.734129 6.391926 1.908755 0.1286 -0.0743 -0.2933 1.119
O -2.583873 6.380855 0.433181 -0.1902 0.0705 1.0716 -0.664
O -4.237243 6.206559 2.433898 0.7941 -0.4900 -0.0984 -0.328
C -5.126863 7.301467 2.294344 -0.3385 0.5025 -0.0462 -0.643
O -1.964946 5.212842 2.665615 -0.3926 1.0178 0.0854 -0.410
C -2.130620 3.920289 2.106147 -0.0100 -0.5238 -0.4387 -0.604
H -2.523768 9.715312 2.362088 0.0499 -0.1513 0.1094 0.262
H -0.935192 9.096103 1.860018 -0.0801 -0.0244 -0.0126 0.262
H -2.376585 8.786813 0.865781 0.0784 -0.1658 0.0465 0.339
H -4.952754 7.836887 1.356279 -0.0581 -0.0406 0.0478 0.329
H -4.995351 7.981362 3.138035 -0.0109 0.0278 -0.0691 0.246
H -6.150328 6.925206 2.300005 0.1709 -0.0776 -0.0123 0.264
H -1.590863 3.863633 1.158171 -0.0982 -0.0580 0.0555 0.213
H -3.189538 3.704457 1.938586 0.0729 -0.0493 -0.0091 0.304
H -1.723045 3.178499 2.793474 0.0028 0.2406 0.0860 0.339